Record 1
Density functional theory data (ωB97M-V/def2-TZVPD) for a molecular structure, C35H31F6N5NaO12S2Te.

Each line ends with the Mulliken spin population.
Positions of all 93 atoms, in Å:
Na  0.8945  1.0886  0.3688  0.038
C  -2.8449  -0.6876  3.3264  0.007
C  -1.6766  -0.1055  4.1255  0.004
C  -0.5784  -1.1645  4.2246  -0.003
C  -1.1608  1.1890  3.5258  0.002
C  0.1248  1.6439  3.7932  -0.002
C  0.5836  2.8410  3.2816  0.004
C  -0.2426  3.6510  2.5172  0.001
C  0.2277  4.9909  2.0347  0.000
C  -1.5301  3.2098  2.2542  0.000
C  -1.9745  1.9958  2.7408  -0.003
H  -3.1002  -1.6766  3.7068  0.000
H  -2.5532  -0.7798  2.2822  -0.003
H  -3.7322  -0.0611  3.3975  0.000
H  -2.0276  0.1177  5.1464  0.000
H  -0.1759  -1.3498  3.2350  -0.008
H  -0.9718  -2.0990  4.6223  -0.001
H  0.2341  -0.8555  4.8747  0.001
H  0.7956  1.0718  4.4117  -0.006
H  1.5994  3.1440  3.4860  0.001
H  0.0569  5.7447  2.8100  0.000
H  -0.3054  5.2835  1.1317  0.000
H  1.2916  4.9589  1.8122  0.000
H  -2.1876  3.8131  1.6459  0.000
H  -2.9790  1.6896  2.4982  0.000
F  -0.4558  1.8653  -3.3706  -0.001
C  -1.0205  2.9605  -2.8801  0.001
F  -0.5321  3.9922  -3.5831  0.000
F  -2.3247  2.8917  -3.1763  0.000
S  -0.7824  3.3428  -1.0490  0.001
O  -0.6197  2.0998  -0.3665  -0.005
O  -1.9423  4.1221  -0.7654  0.000
N  0.5097  4.2141  -1.0711  0.000
S  1.8338  3.3764  -1.2378  0.000
O  2.0240  2.8504  -2.5508  0.000
O  2.1950  2.6034  -0.0998  -0.002
C  3.0090  4.8567  -1.2280  0.000
F  2.8795  5.6223  -0.1435  0.000
F  2.7816  5.6436  -2.2880  0.000
F  4.3006  4.5013  -1.2964  0.000
Te  -1.4656  -0.2487  -1.4043  0.000
C  -2.9518  0.0532  -2.9862  -0.002
C  -2.7251  -0.1568  -4.3407  0.002
C  -3.7081  0.1003  -5.2813  0.000
C  -4.9417  0.5893  -4.8853  0.000
C  -5.1864  0.8038  -3.5391  0.000
C  -4.2012  0.5296  -2.6091  0.000
C  -1.9307  -2.3345  -1.6698  0.002
C  -1.3437  -3.0860  -2.6747  0.012
C  -1.5435  -4.4518  -2.7475  -0.004
C  -2.3441  -5.0898  -1.8144  0.003
C  -2.9549  -4.3463  -0.8201  -0.002
C  -2.7486  -2.9793  -0.7573  0.004
H  -1.7582  -0.5186  -4.6683  0.000
H  -3.5095  -0.0532  -6.3359  0.000
H  -5.7047  0.8060  -5.6241  0.000
H  -6.1465  1.1828  -3.2106  0.000
H  -4.3962  0.6821  -1.5539  0.000
H  -0.7033  -2.5892  -3.3914  -0.001
H  -1.0562  -5.0353  -3.5185  0.000
H  -2.4770  -6.1641  -1.8553  0.000
H  -3.5797  -4.8371  -0.0846  0.000
H  -3.2200  -2.3895  0.0184  0.000
O  2.4417  -5.8032  2.4129  -0.008
N  2.9357  -4.9282  3.1317  0.001
O  3.6061  -5.2082  4.1324  0.007
C  2.7247  -3.5796  2.8060  -0.012
C  1.8809  -3.2276  1.7425  0.258
C  1.5940  -1.8889  1.5219  -0.101
C  2.2527  -0.8008  2.2309  0.015
O  2.0762  0.3747  1.8864  -0.022
C  3.1223  -1.2397  3.3039  -0.004
C  3.3185  -2.5882  3.5883  0.100
N  3.7865  -0.2930  4.0953  0.006
O  3.9038  0.8715  3.7193  0.019
O  4.2445  -0.6812  5.1850  0.012
N  0.6784  -1.5165  0.5776  0.224
O  -0.1060  -0.5576  0.8314  0.166
O  0.5692  -2.1509  -0.4898  0.264
H  1.3812  -3.9886  1.1623  0.018
H  3.9575  -2.8708  4.4136  0.009
O  1.3198  0.4901  -1.5551  -0.003
N  2.1723  -0.2614  -2.1128  0.003
C  3.0941  -0.9337  -1.3906  0.000
C  3.9922  -1.7829  -1.9852  -0.002
C  3.9923  -1.9493  -3.3673  0.000
C  3.0376  -1.2514  -4.0957  -0.001
C  2.1443  -0.4300  -3.4542  0.003
H  3.0798  -0.7455  -0.3300  0.007
H  4.6935  -2.3144  -1.3602  0.000
H  4.7122  -2.5910  -3.8520  0.000
H  2.9813  -1.3509  -5.1697  0.000
H  1.3864  0.1343  -3.9710  -0.001

## Properties
orbital gap (spin up / spin down)	4.5 / 6.0	eV
E_HOMO (spin up / spin down)	-0.9 / -2.4	eV
2S+1	2
net charge	-2
relative energy (zero: lowest compared OMol25 entry of this formula, charge and spin)	296.5	kJ/mol



Record 2
Density functional theory data (ωB97M-V/def2-TZVPD) for a molecular structure, C35H31IMnPS5.

Each line ends with the Mulliken spin population.
Positions of all 74 atoms, in Å:
Mn  10.4173  8.7312  13.1312  3.120
C  11.1198  6.8466  15.5218  0.030
C  11.6694  6.8758  14.0854  -0.067
C  11.3348  5.8432  13.1883  -0.013
C  11.9301  5.7034  11.9530  0.020
C  11.8728  4.4324  11.0988  0.000
C  12.9037  6.6872  11.5734  -0.019
C  13.2067  7.7415  12.3896  0.042
C  14.2418  8.7901  12.0036  -0.008
C  12.6000  7.8524  13.6659  0.054
H  9.9911  6.6873  15.5035  0.006
H  11.4045  7.7203  16.1402  -0.007
H  11.5171  5.9657  16.0428  -0.003
H  10.5972  5.1287  13.6628  0.000
H  10.8783  4.3514  10.5682  0.002
H  12.0132  3.5173  11.7210  0.001
H  12.6518  4.3920  10.3358  0.000
H  13.4649  6.5227  10.6690  0.002
H  15.2491  8.5214  12.2425  0.001
H  13.9396  9.7007  12.5450  0.001
H  14.1992  8.9873  10.9237  0.001
H  12.9799  8.6037  14.3492  -0.005
I  10.7448  10.9742  15.0027  -0.050
C  8.5501  11.4886  14.6970  -0.002
C  7.9633  11.6595  15.9482  0.009
C  6.9545  12.6188  16.1266  -0.003
C  6.5751  13.4092  15.0773  0.000
C  6.9773  13.0926  13.7430  -0.002
C  6.5814  13.9546  12.6574  0.001
C  7.0634  13.6244  11.3902  -0.001
C  7.8971  12.5104  11.1460  0.000
C  8.4026  11.7794  12.1764  0.027
P  9.1924  10.2032  11.7824  -0.125
C  10.2004  10.3950  10.3101  0.054
C  10.7153  11.6805  9.9425  -0.015
C  11.4354  11.8810  8.7384  0.005
C  11.8437  10.7033  8.0770  -0.018
C  11.4100  9.4680  8.4267  0.007
C  10.6214  9.2912  9.5489  -0.022
C  7.8358  9.1144  11.3094  -0.010
C  7.0433  8.7262  12.3905  -0.004
C  5.8318  8.0123  12.1542  0.012
C  5.4631  7.7382  10.8393  -0.013
C  6.2304  8.2195  9.7568  0.006
C  7.4040  8.9217  9.9985  -0.012
C  8.0134  12.0525  13.5217  0.004
H  8.2735  11.0844  16.8090  0.004
H  6.4686  12.7212  17.1247  0.000
H  5.8630  14.1925  15.2265  0.000
H  6.0141  14.8374  12.8477  0.000
H  6.7565  14.1603  10.5232  0.000
H  8.1563  12.3222  10.0871  0.001
H  10.3868  12.5416  10.5906  0.001
H  11.6116  12.9271  8.3502  0.000
H  12.4709  10.8224  7.1795  -0.001
H  11.6414  8.6031  7.8072  0.000
H  10.3534  8.2578  9.8521  0.011
H  7.4101  8.9307  13.3831  -0.011
H  5.1896  7.7492  13.0053  0.000
H  4.5404  7.1712  10.5844  -0.001
H  5.9375  8.0386  8.7244  0.000
H  8.0069  9.1872  9.1267  -0.002
C  10.6046  11.9150  20.3339  0.010
S  11.5669  11.0741  19.0182  0.096
C  11.5343  9.4210  19.5479  0.355
C  12.6768  8.6150  19.3620  -0.049
S  13.9048  8.8014  18.2362  0.383
S  12.6897  7.1923  20.4712  -0.030
C  11.0295  7.2315  20.9236  -0.048
S  10.3088  6.0620  21.8760  0.188
S  10.1813  8.6009  20.2125  0.080
H  10.5103  12.9681  20.0499  -0.001
H  11.0262  11.8864  21.3268  0.003
H  9.6048  11.4984  20.2730  0.003

## Properties
orbital gap (spin up / spin down)	3.7 / 5.8	eV
E_HOMO (spin up / spin down)	-11.7 / -12.3	eV
2S+1	5
net charge	+2



Record 3
Density functional theory data (ωB97M-V/def2-TZVPD) for a molecular structure, C35H31N11O2STi.

Each line ends with the Mulliken spin population.
Positions of all 81 atoms, in Å:
Ti  -0.4732  1.7205  1.2055  1.507
C  -4.1321  2.4769  3.4429  0.000
C  -2.7093  2.0505  3.2822  0.030
O  -2.1638  2.0443  2.1556  -0.052
N  -2.0365  1.6777  4.3678  0.013
C  -0.6239  1.2897  4.3342  0.062
C  -0.3736  0.0037  3.5797  0.116
C  -0.3860  -1.2028  4.2548  -0.049
C  -0.1466  -2.3890  3.5774  0.106
C  0.1196  -2.3131  2.2146  -0.053
C  0.0998  -1.0886  1.5884  0.114
N  -0.1526  0.0859  2.2347  -0.005
H  -4.2095  3.5494  3.2605  0.001
H  -4.5219  2.2575  4.4340  0.000
H  -4.7471  1.9756  2.6968  0.000
H  -2.4941  1.7361  5.2626  0.000
H  -0.2998  1.1708  5.3647  0.007
H  -0.0480  2.0969  3.8849  -0.029
H  -0.5750  -1.2117  5.3208  0.000
H  -0.1622  -3.3378  4.0947  0.006
H  0.3325  -3.2048  1.6403  0.000
H  0.2926  -1.0194  0.5264  0.038
C  4.5759  0.1619  -0.4188  0.001
N  3.3159  0.8832  -0.3754  0.003
C  2.3693  0.8110  0.5552  0.067
N  1.3123  1.5253  0.1712  -0.109
C  1.7050  2.0192  -1.0458  0.055
N  2.9018  1.6367  -1.4021  0.002
C  4.5150  -1.0475  -1.3304  -0.001
C  5.6751  -1.4463  -1.9817  0.000
C  5.6758  -2.5777  -2.7840  0.000
C  4.5151  -3.3078  -2.9576  0.000
C  3.3408  -2.8981  -2.3255  0.003
C  3.3448  -1.7706  -1.5087  0.000
C  2.1292  -3.6691  -2.5643  0.000
N  2.0518  -4.8073  -3.1730  0.000
N  0.7337  -5.1534  -3.2154  0.000
C  0.0702  -4.2125  -2.6296  0.000
O  0.9010  -3.2287  -2.1787  0.001
C  -1.3749  -4.1071  -2.4948  0.001
C  -2.1801  -5.1725  -2.8852  0.000
C  -3.5567  -5.0363  -2.8389  0.000
C  -4.1329  -3.8506  -2.4134  0.000
C  -3.3325  -2.7871  -2.0105  -0.002
C  -4.0116  -1.5033  -1.5690  0.000
N  -3.0589  -0.4505  -1.2764  0.009
C  -2.4657  -0.1849  -0.1163  0.086
N  -1.5371  0.7505  -0.2986  -0.058
C  -1.6260  1.0175  -1.6401  0.040
N  -2.5307  0.3025  -2.2509  -0.005
C  -1.9543  -2.9188  -2.0463  -0.003
H  4.8142  -0.1384  0.6021  0.000
H  5.3443  0.8477  -0.7698  0.000
H  2.4733  0.2789  1.4861  -0.001
H  1.1115  2.6817  -1.6546  0.002
H  6.5837  -0.8693  -1.8583  0.000
H  6.5848  -2.8794  -3.2857  0.000
H  4.4838  -4.1876  -3.5850  0.000
H  2.4189  -1.4733  -1.0276  -0.003
H  -1.7157  -6.0852  -3.2326  0.000
H  -4.1938  -5.8523  -3.1518  0.000
H  -5.2118  -3.7471  -2.4004  0.000
H  -4.6104  -1.6730  -0.6743  0.000
H  -4.6644  -1.1450  -2.3631  0.000
H  -2.7065  -0.6645  0.8184  -0.010
H  -1.0170  1.7355  -2.1618  0.003
H  -1.2957  -2.1058  -1.7669  0.004
S  2.2196  5.2994  1.8435  0.011
C  1.4841  3.9112  2.5287  0.000
N  0.4364  3.4440  1.9114  0.029
C  0.1334  4.2314  0.8089  0.050
C  -0.9456  4.0216  -0.0618  -0.004
C  -1.0677  4.8478  -1.1622  0.010
C  -0.1512  5.8788  -1.3963  0.002
C  0.8928  6.1171  -0.5241  0.002
C  1.0271  5.2840  0.5815  0.021
H  1.9093  3.4659  3.4180  -0.009
H  -1.7106  3.2758  0.1596  -0.009
H  -1.9003  4.7124  -1.8403  0.000
H  -0.2717  6.5106  -2.2653  0.000
H  1.5845  6.9313  -0.6943  0.000

## Properties
orbital gap (spin up / spin down)	6.0 / 7.1	eV
E_HOMO (spin up / spin down)	-11.5 / -12.5	eV
2S+1	3
net charge	+2
relative energy (zero: lowest compared OMol25 entry of this formula, charge and spin)	60.2	kJ/mol